# 1
C2H7ClSSi | wB97M-V/def2-TZVPD

SMILES = C[Si](C)(S)Cl
DFT total energy = -1228.3480 a.u.
Gap between HOMO and LUMO = 10.14 eV
Energy above the lowest of the compared OMol25 structures with the same formula, charge and spin = 3.82 kcal per mole
Molar mass = 126.684 g mol⁻¹
LUMO level = 0.0223 Ha

Each line ends with the Mulliken charge.
Atoms and positions in Å:
1 C 0.654 -0.432 1.358  -0.946
2 C 0.460 -0.097 -1.675  -1.173
3 Si -0.541 -0.109 -0.063  0.625
4 S -1.119 1.967 0.043  -0.361
5 Cl -2.189 -1.240 0.105  -0.246
6 H 0.215 -0.272 2.428  0.256
7 H 1.135 -1.485 1.310  0.272
8 H 1.430 0.212 1.357  0.369
9 H -0.093 0.277 -2.406  0.389
10 H 1.240 0.557 -1.565  0.374
11 H 0.829 -1.080 -1.992  0.312
12 H -2.020 1.702 1.102  0.129

=====

# 2
CH5N2S | wB97M-V/def2-TZVPD

DFT total energy = -548.3622 a.u.
Gap between HOMO and LUMO (alpha / beta) = 7.64 / 7.44 eV
Total charge = +1
Energy above the lowest of the compared OMol25 structures with the same formula, charge and spin = 48.07 kcal per mole
Molar mass = 77.132 g mol⁻¹
LUMO level (alpha / beta) = -0.1757 / -0.2667 Ha
2S+1 = 3
⟨S²⟩ = 2.0073

Each line ends with the Löwdin spin population.
Atoms and positions in Å:
1 C -0.674 -0.075 -0.419  0.049
2 N -0.590 1.129 -0.893  0.066
3 N 0.087 -0.404 0.636  0.128
4 S 0.480 -1.932 1.275  0.981
5 H -1.480 -0.847 -0.620  0.001
6 H -1.228 1.701 -1.498  0.002
7 H 0.166 1.836 -0.747  0.002
8 H 0.566 0.377 1.091  0.003
9 H 2.674 -1.784 1.175  0.769

=====

# 3
C5H9Cl2N | wB97M-V/def2-TZVPD

SMILES = ClC(Cl)CN1CCC1
DFT total energy = -1171.0007 a.u.
Gap between HOMO and LUMO = 9.59 eV
Energy above the lowest of the compared OMol25 structures with the same formula, charge and spin = 22.84 kcal per mole
Molar mass = 154.040 g mol⁻¹
LUMO level = 0.0331 Ha

Each line ends with the Mulliken charge.
Atoms and positions in Å:
1 C -0.688 0.819 -2.047  0.171
2 C 0.265 0.950 -0.894  -0.917
3 C 1.230 -0.381 1.104  -0.495
4 C 0.231 -1.231 1.860  -0.561
5 C -0.815 -0.727 0.754  -0.625
6 H -1.718 0.732 -1.683  0.292
7 H -0.161 1.839 -0.343  0.327
8 H 1.291 1.234 -1.179  0.423
9 H 1.350 0.608 1.615  0.305
10 H 2.186 -0.945 0.919  0.280
11 H -0.042 -1.127 2.945  0.286
12 H 0.423 -2.263 1.654  0.229
13 H -1.398 0.115 1.163  0.298
14 H -1.476 -1.454 0.241  0.288
15 N 0.346 -0.227 -0.028  0.035
16 Cl -0.289 -0.391 -3.293  -0.152
17 Cl -0.734 2.450 -2.788  -0.185

=====

# 4
C2H6N3O2 | wB97M-V/def2-TZVPD

DFT total energy = -394.1760 a.u.
Gap between HOMO and LUMO = 9.06 eV
Total charge = +1
Energy above the lowest of the compared OMol25 structures with the same formula, charge and spin = 66.16 kcal per mole
Molar mass = 104.089 g mol⁻¹
LUMO level = -0.1743 Ha

Each line ends with the Mulliken charge.
Atoms and positions in Å:
1 C 0.650 -0.999 -0.343  0.523
2 C -0.749 1.662 0.339  0.370
3 N -0.625 -0.702 0.424  -0.313
4 N 0.472 -0.570 -1.526  -0.548
5 N 1.631 -1.504 0.410  -0.395
6 O -1.218 0.504 0.214  -0.129
7 O -1.548 2.672 0.407  -0.339
8 H 0.321 1.801 0.473  0.388
9 H -1.496 -1.322 0.420  0.287
10 H 1.230 -0.749 -2.158  0.217
11 H 1.394 -1.560 1.395  0.254
12 H 2.409 -1.822 -0.215  0.292
13 H -2.473 2.588 0.159  0.394

=====

# 5
C23H29F5FeNO2P2S | wB97M-V/def2-TZVPD

DFT total energy = -3942.8100 a.u.
Gap between HOMO and LUMO (alpha / beta) = 4.04 / 7.51 eV
Energy above the lowest of the compared OMol25 structures with the same formula, charge and spin = 0.00 kcal per mole
Molar mass = 596.340 g mol⁻¹
LUMO level (alpha / beta) = -0.0067 / -0.0087 Ha
2S+1 = 6
⟨S²⟩ = 8.7971

Each line ends with the Löwdin spin population.
Atoms and positions in Å:
1 C 3.874 -0.307 -2.043  0.079
2 C 2.740 0.113 -1.394  0.114
3 N 1.737 -0.749 -1.092  0.275
4 C 1.884 -2.056 -1.454  0.182
5 C 3.094 -2.524 -1.962  0.023
6 C 4.137 -1.646 -2.265  0.270
7 C 2.675 1.486 -0.868  0.023
8 P 1.076 1.992 -0.134  0.091
9 Fe 0.218 -0.130 0.066  3.432
10 P -0.902 -2.462 -0.995  0.064
11 C 0.801 -3.086 -1.155  0.032
12 C -1.521 1.066 0.416  0.068
13 C -1.834 1.651 1.643  0.011
14 C -3.146 2.004 1.985  0.002
15 C -4.189 1.864 1.070  0.001
16 C -3.885 1.353 -0.195  0.003
17 C -2.566 0.964 -0.515  0.017
18 O 2.116 3.349 -6.087  0.001
19 O -0.709 -0.368 -4.805  0.001
20 H 4.614 0.440 -2.269  0.000
21 H 3.214 -3.587 -2.106  -0.005
22 H 5.058 -1.995 -2.700  0.021
23 C 1.646 2.736 1.420  0.018
24 C 0.238 3.237 -1.169  0.017
25 H 0.769 -3.803 -1.996  0.003
26 H 1.048 -3.627 -0.217  0.010
27 H 2.946 2.223 -1.643  0.003
28 H 3.458 1.670 -0.115  0.005
29 C -1.943 -3.314 0.218  0.009
30 C -1.690 -2.387 -2.621  0.013
31 H -1.048 1.849 2.365  0.001
32 H -3.366 2.395 2.977  0.000
33 H -5.222 2.127 1.326  0.000
34 H -4.675 1.230 -0.946  0.001
35 H -2.361 0.575 -1.524  0.004
36 H -0.018 0.270 -4.919  0.001
37 H -1.478 0.021 -5.262  0.000
38 H 1.372 2.877 -5.638  0.000
39 H 2.924 3.171 -5.540  0.000
40 H -1.097 -1.175 -0.254  0.012
41 H 2.488 3.412 1.214  0.005
42 H 0.809 3.278 1.894  0.000
43 H 1.957 1.915 2.090  0.001
44 H 0.639 4.249 -0.964  0.003
45 H 0.351 2.960 -2.238  0.000
46 H -0.837 3.209 -0.906  0.001
47 H -1.880 -3.434 -2.897  0.003
48 H -2.653 -1.869 -2.516  0.001
49 H -1.071 -1.845 -3.362  0.001
50 H -2.189 -4.326 -0.113  0.003
51 H -1.402 -3.294 1.183  0.001
52 H -2.851 -2.685 0.298  0.001
53 F -1.301 -0.537 7.290  0.002
54 C -0.803 -0.625 6.044  0.008
55 C 0.539 -0.321 5.806  -0.001
56 F 1.307 0.129 6.820  -0.001
57 C 1.065 -0.470 4.537  0.010
58 F 2.303 0.013 4.249  0.003
59 C 0.266 -0.988 3.491  0.026
60 S 0.864 -1.310 1.863  0.116
61 C -1.091 -1.194 3.741  0.010
62 F -1.915 -1.482 2.698  0.003
63 C -1.633 -1.019 4.997  -0.001
64 F -2.954 -1.213 5.176  -0.001

=====

# 6
H16LiO8 | wB97M-V/def2-TZVPD

DFT total energy = -618.9075 a.u.
Gap between HOMO and LUMO = 10.43 eV
Total charge = +1
Energy above the lowest of the compared OMol25 structures with the same formula, charge and spin = 16.99 kcal per mole
Molar mass = 151.061 g mol⁻¹
LUMO level = -0.1328 Ha

Each line ends with the Mulliken charge.
Atoms and positions in Å:
1 Li 18.278 -17.711 -13.853  0.960
2 O 18.526 -19.367 -15.368  -0.458
3 H 18.775 -19.109 -16.257  0.257
4 H 18.866 -20.263 -15.226  0.252
5 O 21.097 -15.838 -14.915  -0.585
6 H 20.899 -16.506 -14.262  0.345
7 H 21.640 -15.220 -14.504  0.309
8 O 18.317 -16.042 -12.372  -0.577
9 H 19.228 -16.000 -12.058  0.269
10 H 17.956 -15.265 -11.882  0.262
11 O 18.175 -16.577 -15.688  -0.511
12 H 17.373 -17.002 -16.046  0.283
13 H 18.259 -15.795 -16.193  0.238
14 O 17.837 -19.557 -12.355  -0.543
15 H 18.520 -20.008 -12.837  0.298
16 H 18.236 -19.475 -11.473  0.284
17 O 20.290 -18.022 -13.320  -0.642
18 H 21.116 -18.444 -13.657  0.280
19 H 20.345 -18.194 -12.394  0.273
20 O 15.680 -19.846 -15.500  -0.618
21 H 15.658 -20.394 -14.758  0.307
22 H 16.349 -19.239 -15.279  0.321
23 O 16.223 -17.589 -13.868  -0.477
24 H 15.642 -18.198 -13.412  0.259
25 H 15.947 -16.787 -13.471  0.214